Entry 1:
DFT (the ωB97M-V functional and the def2-TZVPD basis) results for H2OTl as an isolated structure.

Output
Highest occupied orbital energy = -1.0527 Ha
Largest force on an atom = 3.12 eV/Å
Net charge = +3
DFT total energy = -6724.55528 eV
Energy above the lowest of the compared OMol25 structures with the same formula, charge and spin = 0.452 eV

```
4
Properties=species:S:1:pos:R:3:nbo_charge:R:1
Tl 0.561 -3.715 0.347 1.927
O -0.239 0.855 -0.064 -0.047
H -0.599 1.407 -0.758 0.563
H 0.277 1.454 0.476 0.558
```



Entry 2:
DFT (the ωB97M-V functional and the def2-TZVPD basis) results for H2OTl as an isolated structure.

Output
Highest occupied orbital energy = -1.0271 Ha
Largest force on an atom = 3.14 eV/Å
Net charge = +3
DFT total energy = -6725.00715 eV
Energy above the lowest of the compared OMol25 structures with the same formula, charge and spin = 0.000 eV

```
4
Properties=species:S:1:pos:R:3:nbo_charge:R:1
Tl 1.785 3.908 -0.482 1.893
O -0.492 -0.941 0.054 -0.011
H -1.344 -1.237 0.375 0.561
H 0.051 -1.730 0.053 0.557
```